(1)
Below is a structure of composition C4H22B4FNO5Tl, with properties calculated with the ωB97M-V functional and the def2-TZVPD basis.

Geometry (Å):
Tl (0.159, -0.293, 1.424)
B (2.804, -0.430, -0.169)
H (2.551, -0.965, 0.733)
H (2.161, -0.822, -0.942)
H (2.636, 0.624, -0.009)
H (3.818, -0.486, -0.533)
B (1.190, -1.900, 4.017)
H (1.571, -0.985, 3.592)
H (0.133, -1.987, 3.819)
H (1.577, -2.802, 3.569)
H (1.327, -2.061, 5.075)
B (-1.112, 0.942, 4.216)
H (-0.724, 1.908, 4.501)
H (-0.289, 0.287, 3.977)
H (-1.580, 0.454, 5.057)
H (-1.752, 1.056, 3.354)
B (-2.214, -1.952, 1.114)
H (-2.962, -2.705, 0.924)
H (-2.318, -0.975, 0.667)
H (-2.157, -1.856, 2.188)
H (-1.314, -2.429, 0.757)
C (-2.517, -0.441, -4.270)
C (-1.153, -0.610, -4.805)
O (-0.447, -0.943, -3.642)
C (-1.040, -0.517, -2.568)
O (-0.526, -0.358, -1.460)
O (-2.240, 0.036, -2.943)
F (-0.627, 0.578, -5.200)
H (-3.170, -1.304, -4.142)
H (-3.073, 0.339, -4.790)
H (-0.864, -1.252, -5.637)
C (2.212, 3.573, -1.039)
N (1.079, 2.613, -1.239)
O (0.772, 2.275, -2.385)
O (0.566, 2.113, -0.241)
H (3.145, 3.177, -1.441)
H (2.409, 3.601, 0.033)
H (1.967, 4.497, -1.563)

Calculated values
Kohn-Sham gap (spin up / spin down): 6.558 / 4.218 eV
HOMO energy (spin up / spin down): -2.403 / -1.940 eV
<S²>: 0.76
total charge: -2
spin multiplicity: 2

Atomic partial charges in e from the natural (NBO) method, atoms 1 to 8:
1 Tl 1.012
2 B -0.839
3 H -0.020
4 H -0.009
5 H -0.046
6 H -0.019
7 B -0.741
8 H -0.040

(2)
Below is a cluster of 7 separate species, C4H22N2O7 in total, with properties calculated with the ωB97M-V functional and the def2-TZVPD basis.

Geometry (Å):
N (-2.217, -1.280, 0.713)
C (-1.811, 0.081, 1.095)
C (-2.696, 1.281, 0.723)
C (-0.342, 0.273, 0.499)
N (0.727, -0.412, 1.056)
C (0.582, -0.999, 2.427)
O (-0.049, 0.780, -0.572)
H (-3.223, -1.306, 0.883)
H (-2.226, -1.442, -0.289)
H (-1.650, -0.254, 2.183)
H (-2.760, 1.188, -0.383)
H (-2.293, 2.260, 1.070)
H (-3.746, 1.183, 1.107)
H (1.643, 0.029, 0.841)
H (1.652, -0.920, 2.816)
H (0.057, -0.371, 3.154)
H (0.139, -2.037, 2.419)
H (-0.313, -2.968, -0.570)
H (-0.176, -2.711, -2.059)
O (0.123, -3.317, -1.310)
H (2.686, -1.272, -1.913)
H (1.652, -2.393, -1.863)
O (2.302, -2.004, -2.427)
H (0.038, -1.110, -3.641)
H (-0.485, -0.479, -2.334)
O (-0.586, -1.317, -2.889)
H (0.160, 3.643, -0.466)
H (1.298, 2.875, -0.063)
O (0.880, 3.693, 0.194)
H (1.620, 1.014, -0.735)
H (2.992, 1.493, -0.214)
O (2.600, 0.830, -0.730)
H (-0.242, 2.364, 3.001)
H (-0.048, 2.734, 1.508)
O (-0.408, 2.111, 2.101)

Calculated values
energy above the lowest of the compared OMol25 structures with the same formula, charge and spin: 47.3 kcal per mole
Kohn-Sham gap (spin up / spin down): 9.448 / 4.123 eV
HOMO energy (spin up / spin down): -13.494 / -13.493 eV
<S²>: 0.77
total charge: +1
spin multiplicity: 2

Atomic partial charges in e from the natural (NBO) method, atoms 1 to 8:
1 N -0.828
2 C -0.114
3 C -0.650
4 C 0.707
5 N -0.187
6 C -0.499
7 O -0.521
8 H 0.392

(3)
Below is a cluster of 7 separate species, C4H22NO6S in total, with properties calculated with the ωB97M-V functional and the def2-TZVPD basis.

Geometry (Å):
C (-1.121, -1.836, -0.901)
C (-1.314, -0.336, -0.636)
S (-3.042, 0.166, -0.290)
C (0.211, -2.121, -1.577)
N (1.347, -1.499, -0.796)
C (1.812, -0.203, -1.429)
H (-1.052, -2.348, 0.064)
H (-1.903, -2.299, -1.514)
H (-1.030, 0.338, -1.435)
H (-0.697, -0.162, 0.265)
H (0.488, -3.177, -1.711)
H (0.135, -1.696, -2.637)
H (1.032, -1.268, 0.137)
H (2.823, -0.250, -1.744)
H (1.588, 0.529, -0.637)
H (1.230, -0.002, -2.327)
H (-1.514, 2.302, 0.522)
H (-1.431, 2.542, -1.016)
O (-1.108, 2.914, -0.160)
H (0.252, 1.300, 2.223)
H (1.755, 0.951, 2.411)
O (1.093, 1.111, 1.743)
H (-2.911, -0.372, 1.772)
H (-2.319, -1.286, 2.828)
O (-2.621, -0.361, 2.788)
H (3.267, -2.200, -0.753)
H (2.731, -3.533, -1.228)
O (3.556, -3.105, -1.020)
H (-1.608, 2.402, 3.505)
H (-1.525, 0.845, 3.334)
O (-1.039, 1.693, 3.230)
H (0.961, 3.839, -0.280)
H (0.604, 3.316, -1.573)
O (1.352, 3.807, -1.160)

Calculated values
energy above the lowest of the compared OMol25 structures with the same formula, charge and spin: 0.0 kcal per mole
Kohn-Sham gap: 6.889 eV
HOMO energy: -3.822 eV
total charge: -1
spin multiplicity: 1

Atomic partial charges in e from the natural (NBO) method, atoms 1 to 8:
1 C -0.425
2 C -0.534
3 S -0.658
4 C -0.203
5 N -0.686
6 C -0.434
7 H 0.180
8 H 0.208

(4)
Below is a cluster of 7 separate species, C4H22O9 in total, with properties calculated with the ωB97M-V functional and the def2-TZVPD basis.

Geometry (Å):
O (-6.457, 0.038, 11.123)
H (-6.418, -0.276, 10.212)
H (-5.935, -0.650, 11.631)
O (-5.419, -4.949, 11.120)
H (-5.722, -5.448, 11.931)
H (-4.842, -4.217, 11.393)
O (-2.507, -0.258, 12.378)
H (-3.272, 0.298, 12.113)
H (-1.809, 0.134, 11.857)
O (-4.334, 1.724, 11.170)
H (-4.055, 2.477, 11.701)
H (-5.217, 1.466, 11.396)
O (-4.438, -2.348, 11.749)
H (-3.816, -2.035, 12.436)
H (-3.996, -1.993, 10.932)
C (-9.226, -4.459, 10.902)
C (-8.178, -3.352, 10.793)
O (-7.281, -3.715, 9.704)
O (-8.521, -5.678, 11.049)
H (-9.929, -4.576, 10.030)
H (-9.835, -4.425, 11.825)
H (-7.624, -3.331, 11.742)
H (-8.660, -2.458, 10.533)
H (-6.551, -4.271, 10.129)
H (-7.937, -5.811, 10.347)
C (-4.903, -1.686, 8.148)
C (-3.978, -0.500, 8.187)
O (-3.391, -0.331, 9.448)
O (-6.084, -1.389, 8.983)
H (-4.317, -2.439, 8.668)
H (-5.259, -1.940, 7.212)
H (-4.402, 0.455, 7.826)
H (-3.273, -0.739, 7.405)
H (-3.568, 0.511, 9.856)
H (-6.518, -2.253, 9.199)

Calculated values
SMILES: OCCO.OCCO.O.O.O.O.O
energy above the lowest of the compared OMol25 structures with the same formula, charge and spin: 0.0 kcal per mole
Kohn-Sham gap: 10.473 eV
HOMO energy: -10.056 eV
total charge: 0
spin multiplicity: 1

Atomic partial charges in e from the natural (NBO) method, atoms 1 to 8:
1 O -1.007
2 H 0.507
3 H 0.486
4 O -0.979
5 H 0.498
6 H 0.518
7 O -0.975
8 H 0.489

(5)
Below is a cluster of 5 separate species, C4H23B2O5 in total, with properties calculated with the ωB97M-V functional and the def2-TZVPD basis.

Geometry (Å):
O (0.164, -1.527, 1.185)
H (0.634, -0.669, 1.229)
H (0.559, -2.233, 0.621)
H (-0.846, -1.274, 1.037)
B (-0.125, -3.102, -1.473)
H (-0.754, -3.617, -0.576)
H (0.007, -4.006, -2.271)
H (-0.799, -2.239, -1.985)
H (0.946, -2.711, -1.039)
B (-2.648, -1.324, 1.243)
H (-1.973, -0.619, 1.968)
H (-2.810, -2.417, 1.731)
H (-3.723, -0.802, 1.078)
H (-2.143, -1.463, 0.148)
C (-1.826, 2.753, -1.199)
C (-0.640, 2.443, -0.312)
O (-0.733, 1.175, 0.307)
O (-3.026, 2.864, -0.433)
H (-1.932, 1.932, -1.921)
H (-1.657, 3.665, -1.781)
H (-0.538, 3.218, 0.447)
H (0.264, 2.464, -0.943)
H (-0.820, 0.536, -0.413)
H (-3.419, 3.698, -0.695)
C (2.658, 0.398, -0.404)
C (3.202, 0.754, 0.940)
O (2.163, 0.481, 1.903)
O (2.664, -1.006, -0.472)
H (3.157, 0.880, -1.253)
H (1.631, 0.795, -0.430)
H (3.500, 1.813, 0.978)
H (4.116, 0.256, 1.275)
H (2.584, 0.249, 2.733)
H (2.165, -1.366, -1.222)

Calculated values
energy above the lowest of the compared OMol25 structures with the same formula, charge and spin: 16.4 kcal per mole
Kohn-Sham gap: 7.696 eV
HOMO energy: -5.104 eV
total charge: -1
spin multiplicity: 1

Atomic partial charges in e from the natural (NBO) method, atoms 1 to 8:
1 O -0.903
2 H 0.552
3 H 0.586
4 H 0.575
5 B -0.736
6 H -0.019
7 H -0.033
8 H -0.040

(6)
Below is a cluster of 8 separate species, C4H23N2O8S in total, with properties calculated with the ωB97M-V functional and the def2-TZVPD basis.

Geometry (Å):
O (4.198, 1.053, -0.211)
C (3.718, -0.080, -0.207)
N (2.591, -0.352, -0.931)
C (1.645, -1.368, -0.426)
C (0.322, -0.733, -0.007)
S (-0.757, -1.894, 0.873)
C (4.545, -1.246, 0.253)
N (5.541, -0.928, 1.262)
H (2.169, 0.413, -1.426)
H (1.535, -2.192, -1.135)
H (2.014, -1.910, 0.439)
H (-0.086, -0.397, -0.976)
H (0.459, 0.178, 0.578)
H (5.078, -1.508, -0.674)
H (4.018, -2.167, 0.471)
H (5.435, -1.581, 2.022)
H (5.497, 0.034, 1.568)
H (4.739, 2.061, 1.198)
H (3.847, 2.845, 2.121)
O (4.776, 2.632, 1.990)
H (-2.380, -0.297, 4.025)
H (-2.656, 1.102, 4.680)
O (-3.052, 0.367, 4.210)
H (-3.869, 3.587, -0.184)
H (-2.699, 3.084, -0.857)
O (-3.035, 3.934, -0.536)
H (-4.478, 0.668, -3.177)
H (-3.074, 1.264, -3.243)
O (-3.864, 1.112, -3.765)
H (-2.960, -0.248, 1.016)
H (-3.331, -1.429, 0.303)
O (-3.369, -0.467, 0.162)
H (-1.938, -1.398, -2.101)
H (-2.612, -0.164, -1.448)
O (-2.485, -0.628, -2.299)
H (-5.464, -0.868, -0.526)
H (-4.614, -1.056, -1.732)
O (-5.404, -1.423, -1.311)

Calculated values
energy above the lowest of the compared OMol25 structures with the same formula, charge and spin: 33.6 kcal per mole
Kohn-Sham gap: 6.672 eV
HOMO energy: -4.066 eV
total charge: -1
spin multiplicity: 1

Atomic partial charges in e from the natural (NBO) method, atoms 1 to 8:
1 O -0.684
2 C 0.685
3 N -0.607
4 C -0.241
5 C -0.539
6 S -0.715
7 C -0.322
8 N -0.842

(7)
Below is a cluster of 8 separate species, C4H23NO10 in total, with properties calculated with the ωB97M-V functional and the def2-TZVPD basis.

Geometry (Å):
O (-0.045, 0.201, 0.961)
C (-0.185, 1.096, 0.167)
O (-0.373, 2.336, 0.535)
C (-0.276, 0.909, -1.348)
C (1.227, 0.536, -1.741)
C (2.169, 1.556, -1.026)
O (2.364, 1.112, 0.284)
N (-1.264, -0.068, -1.633)
H (-0.332, 2.584, 1.479)
H (-0.509, 1.870, -1.826)
H (1.502, -0.465, -1.384)
H (1.354, 0.492, -2.830)
H (3.068, 1.720, -1.640)
H (1.687, 2.537, -0.993)
H (3.105, 0.499, 0.334)
H (-0.900, -1.006, -1.398)
H (-2.079, 0.037, -2.238)
H (2.705, -2.405, 1.004)
H (3.849, -1.392, 0.574)
O (2.978, -1.487, 0.981)
H (-0.851, -0.732, 2.478)
H (-1.509, -0.827, 3.872)
O (-1.468, -1.254, 3.007)
H (-0.348, -2.294, -0.592)
H (-0.379, -3.205, -1.803)
O (-0.611, -2.301, -1.543)
H (1.991, 2.412, 1.665)
H (1.389, 2.135, 3.020)
O (1.505, 2.842, 2.391)
H (-0.931, -2.719, 1.450)
H (0.235, -1.682, 1.046)
O (-0.031, -2.596, 1.156)
H (-2.646, 1.819, -0.523)
H (-3.669, 2.319, 0.484)
O (-3.482, 2.305, -0.458)
H (-2.408, -2.608, -1.644)
H (-3.492, -1.718, -0.921)
O (-3.342, -2.559, -1.347)

Calculated values
energy above the lowest of the compared OMol25 structures with the same formula, charge and spin: 0.0 kcal per mole
Kohn-Sham gap (spin up / spin down): 11.360 / 6.405 eV
HOMO energy (spin up / spin down): -14.311 / -14.309 eV
<S²>: 0.76
total charge: +1
spin multiplicity: 2

Atomic partial charges in e from the natural (NBO) method, atoms 1 to 8:
1 O -0.640
2 C 0.846
3 O -0.663
4 C -0.230
5 C -0.399
6 C -0.092
7 O -0.734
8 N -0.289

(8)
Below is a cluster of 8 separate species, C4H23NO7 in total, with properties calculated with the ωB97M-V functional and the def2-TZVPD basis.

Geometry (Å):
C (1.195, -1.211, 2.015)
N (1.054, 0.199, 1.796)
C (1.861, 0.904, 0.649)
C (0.854, 2.154, -1.435)
C (0.793, 1.354, -0.354)
H (0.430, -1.715, 1.196)
H (1.024, -1.317, 3.192)
H (2.144, -1.735, 1.797)
H (1.218, 0.626, 2.753)
H (2.503, 1.678, 1.042)
H (2.464, 0.193, 0.064)
H (-0.017, 2.556, -2.036)
H (1.679, 2.696, -1.953)
H (-0.085, 0.744, 0.143)
H (-0.342, 1.220, -2.824)
H (0.881, 1.238, -3.660)
O (0.049, 0.871, -3.664)
H (1.833, -2.798, -1.392)
H (3.012, -1.862, -1.073)
O (2.495, -2.693, -0.603)
H (-2.865, -1.281, 3.384)
H (-2.375, -1.465, 1.995)
O (-2.248, -1.730, 2.864)
H (-1.811, 3.358, 0.202)
H (-0.903, 4.224, -0.757)
O (-1.713, 3.550, -0.691)
H (-1.499, -2.384, -2.880)
H (-0.133, -2.127, -3.661)
O (-0.585, -2.612, -3.118)
H (-1.110, 0.495, 1.990)
H (-1.297, 1.680, 2.978)
O (-1.837, 1.095, 2.355)
H (-2.399, -2.695, -0.357)
H (-2.355, -1.192, -0.141)
O (-1.916, -2.021, 0.187)

Calculated values
SMILES: C=CCNC.O.O.O.O.O.O.O
energy above the lowest of the compared OMol25 structures with the same formula, charge and spin: 137.4 kcal per mole
Kohn-Sham gap: 9.365 eV
HOMO energy: -9.127 eV
total charge: 0
spin multiplicity: 1

Atomic partial charges in e from the natural (NBO) method, atoms 1 to 8:
1 C -0.425
2 N -0.686
3 C -0.275
4 C -0.489
5 C -0.175
6 H 0.212
7 H 0.206
8 H 0.194

Ordered DFT total energy results: -26332.9813, -21807.4322, -29116.6636, -22932.3248, -16107.5850, -34718.5721, -26477.0462, -20338.7823; unit eV.
Ordered max |F| results: 6.306, 4.162, 2.520, 4.267, 1.363, 1.885, 2.831, 8.914; unit eV Å⁻¹.